The following is a DFT calculation (ωB97M-V/def2-TZVPD) of a molecular structure, C23H16BrCl4F6O5SbTi.

The molar mass is 877.71 g mol⁻¹. Its spin multiplicity is 2. The total energy is -200450.373 eV. Its charge is -1. For the HOMO-LUMO gap (alpha / beta), the calculation gives 7.851 / 6.893 eV. Its LUMO energy (alpha / beta) is 1.9 / 0.2 eV.

Cartesian coordinates (Å):
Ti (0.45531, 1.87459, 1.07720)
Cl (-2.48182, -2.42739, 5.38294)
C (-1.36925, -1.31069, 4.69743)
C (-0.46244, -0.61300, 5.56162)
Cl (-0.48081, -0.95745, 7.24834)
C (0.39911, 0.31632, 5.05752)
Cl (1.48708, 1.20101, 6.04084)
C (0.39881, 0.60798, 3.65064)
O (1.10268, 1.49552, 3.12898)
C (-0.46927, -0.17066, 2.76679)
O (-0.37726, 0.06650, 1.51959)
C (-1.36099, -1.09886, 3.33956)
Cl (-2.41699, -1.93887, 2.26785)
Br (1.78697, 4.41934, -3.48170)
C (2.78877, 2.91449, -2.89517)
C (3.57205, 2.23003, -3.81001)
C (4.29206, 1.12502, -3.37557)
C (4.21811, 0.71671, -2.05181)
C (3.41453, 1.40466, -1.15320)
C (2.69728, 2.51856, -1.57376)
C (3.32121, 0.88219, 0.25184)
O (4.26030, 0.30700, 0.75879)
O (2.17032, 1.04788, 0.83767)
H (3.61946, 2.55906, -4.83915)
H (4.91320, 0.58352, -4.07808)
H (4.77887, -0.13656, -1.69477)
H (2.08337, 3.07870, -0.87746)
F (1.28345, 3.46766, 1.20675)
Sb (-0.91430, 5.20392, 1.31411)
F (-0.98624, 2.44409, 2.10132)
F (-0.48072, 2.53927, -0.31615)
F (-1.76493, 6.81587, 1.89675)
F (0.33644, 6.21911, 0.32585)
F (0.08827, 5.25601, 2.90881)
C (-3.24542, -5.10205, -1.21196)
C (-2.52001, -3.78977, -1.34967)
C (-1.17519, -3.67887, -1.03115)
C (-0.50038, -2.46510, -1.10076)
C (0.95465, -2.42042, -0.71162)
C (-1.20037, -1.33583, -1.53578)
C (-0.54531, -0.00735, -1.61596)
O (0.52095, 0.25674, -1.09620)
C (-2.55929, -1.42666, -1.87774)
C (-3.37085, -0.22863, -2.32262)
C (-3.19826, -2.65377, -1.77178)
H (-2.55740, -5.91031, -0.96704)
H (-3.76731, -5.36152, -2.13468)
H (-3.99350, -5.04477, -0.41859)
H (-0.63485, -4.55676, -0.69229)
H (1.29721, -3.41796, -0.43846)
H (1.11967, -1.74143, 0.12420)
H (1.56957, -2.04788, -1.53305)
H (-1.08363, 0.78020, -2.17299)
H (-3.36758, 0.56166, -1.57158)
H (-4.40454, -0.52607, -2.49325)
H (-2.98839, 0.20018, -3.24997)
H (-4.25237, -2.72519, -2.02140)